(1)
The following is a DFT calculation (the ωB97M-V functional and the def2-TZVPD basis) of 10 unconnected molecules or ions with the total composition C47H105F6N5O8 at a distorted geometry.

Summary:
Kohn-Sham gap, eV: 2.731
Total charge: -2

XYZ file:
```
171
Properties=species:S:1:pos:R:3:forces:R:3:lowdin_charge:R:1
C -1.628 0.828 2.013 0.950 0.392 0.886 -0.06
C -0.448 -0.103 1.776 0.315 0.518 0.896 -0.18
N -0.121 -0.258 0.369 1.120 -0.618 -1.397 -0.01
C 0.276 -1.449 -0.190 -0.812 -1.449 0.622 -0.04
C 0.658 -1.271 -1.474 -0.702 1.280 0.023 -0.01
N 0.438 0.083 -1.691 1.647 0.392 -0.897 -0.04
C 0.097 0.671 -0.586 -2.122 0.798 2.296 0.00
C 0.652 0.881 -2.907 -1.594 0.259 -0.425 0.04
H -1.890 0.766 3.077 -0.437 -0.589 -0.179 0.07
H -2.411 0.541 1.329 -0.386 0.256 0.183 0.05
H -1.384 1.894 1.980 0.086 -0.067 -0.916 0.08
H -0.670 -1.066 2.237 -0.144 -0.306 -0.750 0.10
H 0.482 0.179 2.287 -0.187 0.490 -0.051 0.11
H 0.027 -2.347 0.353 0.527 -0.101 0.049 0.10
H 1.039 -1.866 -2.282 -0.067 -0.272 0.152 0.10
H -0.197 1.705 -0.407 0.283 0.147 -0.592 0.17
H 0.920 0.247 -3.740 0.479 -0.109 0.169 0.06
H 1.267 1.762 -2.750 0.394 -0.268 0.092 0.09
H -0.336 1.298 -3.160 0.221 0.092 -0.021 0.12
C 0.257 4.060 -5.571 1.409 1.843 2.104 -0.60
O -0.855 4.522 -6.354 -0.878 -0.523 -0.825 -0.09
O 0.061 4.312 -4.329 0.006 -1.637 0.015 -0.10
C 0.639 2.617 -6.009 -0.719 -0.091 0.022 -0.50
F -0.375 1.712 -6.046 0.162 0.078 -0.427 0.10
F 1.220 2.670 -7.255 -0.223 -0.709 0.009 0.06
F 1.565 2.015 -5.214 0.280 0.319 -0.203 0.07
C -0.626 5.182 -7.561 -0.369 -0.425 0.056 -0.32
C -1.991 5.457 -8.171 0.330 1.439 -0.046 -0.10
H -2.503 4.565 -8.511 -0.304 0.003 0.268 0.06
H -2.504 6.079 -7.430 -0.566 -0.849 0.267 0.08
H -1.946 6.209 -8.975 0.395 -0.525 -0.420 0.06
H -0.027 4.522 -8.198 0.286 0.527 -0.339 0.10
H -0.180 6.167 -7.371 0.574 -0.158 -0.164 0.11
H 1.202 4.593 -5.885 0.061 0.221 -1.018 0.13
C -3.648 2.005 -2.025 0.899 0.162 -0.456 -0.61
O -4.534 2.480 -3.083 -0.935 -0.334 -0.262 -0.09
O -2.823 2.903 -1.785 1.327 1.245 1.538 -0.07
C -4.553 1.565 -0.832 -0.206 0.202 -0.747 -0.53
F -5.748 2.181 -0.763 -0.331 -0.391 0.027 0.12
F -4.780 0.199 -0.958 -0.496 0.037 0.690 0.03
F -3.994 1.763 0.362 0.155 -0.369 0.333 0.11
C -5.233 1.551 -3.863 0.655 0.494 0.851 -0.32
C -6.288 2.292 -4.625 -1.727 0.085 -1.463 -0.10
H -7.003 2.912 -4.075 0.578 -0.101 0.775 0.07
H -5.966 2.956 -5.432 0.660 -0.121 0.214 0.07
H -6.990 1.607 -5.132 0.342 -0.304 -0.023 0.06
H -5.696 0.782 -3.228 -0.101 -0.158 -0.150 0.10
H -4.480 1.081 -4.509 -0.343 -0.359 -0.396 0.11
H -3.098 1.054 -2.296 -0.672 -0.845 -0.756 0.12
C 1.510 4.100 -0.612 0.602 -1.854 -1.007 -0.13
C 0.307 4.948 -0.181 0.312 0.754 -0.557 -0.76
C 0.772 5.955 0.902 1.623 -0.048 0.276 -0.13
O -0.191 5.515 -1.250 -0.329 0.708 0.375 -0.23
H 2.440 4.600 -0.914 -0.108 0.450 0.538 0.06
H 1.200 3.669 -1.579 -0.237 0.087 0.145 0.05
H 1.752 3.205 0.014 0.158 0.343 0.346 0.03
H -0.384 4.206 0.340 -0.208 -0.099 0.262 0.09
H 0.071 6.772 1.075 -0.362 -0.428 0.447 0.05
H 1.704 6.470 0.602 -0.304 -0.027 -0.676 0.04
H 1.198 5.416 1.777 -0.902 0.188 0.426 0.03
C 8.699 -3.480 1.030 0.386 -0.472 0.183 -0.13
C 8.256 -2.190 0.365 -0.013 -0.252 -0.712 -0.28
C 6.787 -1.853 0.528 0.091 1.115 1.256 -0.24
C 6.325 -0.540 -0.100 -0.958 -0.401 -1.061 -0.22
C 4.929 -0.117 0.385 0.177 0.727 0.524 -0.26
C 3.762 -1.051 0.135 0.226 -1.114 0.555 -0.10
H 8.533 -3.548 2.109 -0.132 0.381 -0.001 0.07
H 9.775 -3.602 0.879 -0.013 -0.095 0.025 0.06
H 8.222 -4.371 0.614 -0.103 0.148 -0.180 0.07
H 8.883 -1.365 0.713 -0.148 0.082 0.117 0.11
H 8.489 -2.291 -0.703 -0.019 0.081 -0.005 0.11
H 6.640 -1.662 1.605 -0.135 -0.506 0.005 0.12
H 6.114 -2.662 0.242 0.174 -0.115 -0.087 0.11
H 6.967 0.321 0.094 0.385 -0.309 0.069 0.11
H 6.265 -0.673 -1.192 0.215 0.162 0.046 0.11
H 5.046 0.043 1.469 -0.272 -0.057 -0.062 0.10
H 4.712 0.881 -0.010 -0.047 -0.126 -0.104 0.11
H 3.951 -2.010 0.645 0.100 0.006 -0.235 0.07
H 2.824 -0.749 0.604 0.060 0.541 -0.263 0.05
H 3.582 -1.296 -0.914 -0.010 0.300 -0.018 0.05
C -1.776 -0.601 6.307 -0.204 -0.351 0.719 -0.10
C -2.286 0.660 7.015 -0.511 -0.142 -0.483 -0.26
C -1.788 0.832 8.452 0.286 0.638 -0.407 -0.22
C -1.702 2.304 8.824 0.802 0.928 1.399 -0.24
C -3.039 3.019 9.027 -0.486 -1.216 -1.064 -0.26
C -3.928 2.391 10.099 0.607 1.138 1.238 -0.12
H -1.907 -1.430 7.013 0.212 -0.138 -0.140 0.07
H -0.715 -0.538 6.042 -0.253 0.061 0.215 0.03
H -2.327 -0.892 5.411 -0.083 0.345 -0.062 0.06
H -2.065 1.528 6.389 0.220 0.124 0.221 0.10
H -3.379 0.656 7.082 -0.026 -0.206 -0.288 0.11
H -0.812 0.361 8.589 0.013 -0.023 -0.022 0.11
H -2.488 0.378 9.156 0.143 -0.359 -0.071 0.09
H -1.150 2.433 9.772 -0.231 -0.450 0.145 0.11
H -1.037 2.905 8.194 -0.356 -0.341 -0.670 0.10
H -2.866 4.078 9.204 -0.123 0.039 0.121 0.11
H -3.617 2.911 8.100 0.169 0.449 -0.140 0.10
H -4.800 3.032 10.248 -0.259 -0.340 -0.215 0.07
H -4.211 1.350 9.975 -0.090 0.040 -0.383 0.06
H -3.407 2.461 11.066 0.008 -0.230 -0.064 0.07
C 2.930 -2.392 4.461 -0.963 0.227 0.934 -0.11
C 2.853 -0.860 4.310 0.419 -1.612 -1.104 -0.27
C 1.664 -0.204 5.006 2.334 0.356 0.222 -0.24
C 1.923 1.302 4.934 -1.304 0.289 -0.058 -0.23
C 0.691 2.017 5.474 0.051 -0.255 0.161 -0.29
C 0.706 3.529 5.242 -0.921 -0.687 0.528 -0.08
H 3.148 -2.607 5.516 0.258 -0.190 -0.186 0.07
H 3.642 -2.901 3.815 0.103 0.164 -0.025 0.06
H 1.932 -2.827 4.314 0.144 -0.026 -0.282 0.06
H 3.852 -0.496 4.576 -0.360 0.500 0.394 0.11
H 2.791 -0.666 3.229 -0.160 0.225 0.142 0.09
H 1.647 -0.450 6.076 -0.098 -0.310 -0.122 0.12
H 0.738 -0.555 4.555 -0.071 0.288 -0.140 0.09
H 2.812 1.606 5.497 0.003 -0.308 0.042 0.12
H 2.094 1.638 3.903 -0.041 -0.175 0.012 0.12
H -0.169 1.496 5.032 -0.085 0.643 -0.408 0.08
H 0.529 1.745 6.531 0.449 0.331 0.053 0.10
H 1.651 3.980 5.539 0.095 -0.026 -0.167 0.07
H 0.458 3.742 4.203 0.235 0.258 -0.024 0.07
H -0.077 3.950 5.880 0.033 0.327 -0.211 0.06
C -4.200 -4.193 2.193 0.857 0.694 1.292 -0.06
C -2.870 -3.416 2.123 -0.607 0.812 -0.020 -0.41
C -1.740 -4.210 1.492 -0.495 1.068 -2.160 -0.22
O -0.475 -3.868 2.024 -0.434 -0.833 0.506 -0.20
C 0.545 -4.737 1.599 0.163 -0.340 -0.721 -0.12
N -3.090 -2.136 1.387 0.483 -0.983 0.316 0.06
H -4.891 -3.577 2.774 -0.068 -0.061 -0.015 0.07
H -3.978 -5.072 2.804 -0.593 -0.487 -0.522 0.07
H -4.672 -4.318 1.221 0.269 -0.598 -0.115 0.08
H -2.579 -3.065 3.118 0.066 -0.557 0.148 0.13
H -1.781 -3.838 0.442 0.335 -0.182 0.095 0.11
H -1.942 -5.272 1.303 0.294 -0.178 1.062 0.13
H 1.466 -4.357 2.035 0.123 -0.091 -0.173 0.08
H 0.600 -4.797 0.498 0.199 0.544 0.089 0.09
H 0.422 -5.804 1.848 -0.328 0.296 0.639 0.09
H -3.584 -2.404 0.538 -0.099 0.591 -0.037 0.07
H -3.718 -1.608 1.985 -0.131 0.324 -0.482 0.08
C 1.783 -2.937 -6.048 -0.813 0.371 0.230 -0.06
C 2.199 -1.486 -5.788 0.367 -0.787 -1.368 -0.42
C 3.264 -1.474 -4.710 0.170 1.457 0.830 -0.19
O 2.767 -2.187 -3.591 -0.384 0.475 0.176 -0.25
C 3.536 -3.203 -3.061 0.914 -0.833 -0.378 -0.13
N 2.769 -0.922 -7.032 0.025 0.298 0.229 0.04
H 2.573 -3.527 -6.510 0.003 0.056 -0.113 0.08
H 0.864 -2.930 -6.643 0.289 -0.150 -0.396 0.08
H 1.460 -3.394 -5.113 0.253 -0.099 0.033 0.05
H 1.287 -0.922 -5.570 0.231 0.025 0.814 0.12
H 3.486 -0.449 -4.372 -0.437 0.061 -0.073 0.13
H 4.271 -1.779 -5.018 -0.397 -0.812 -0.406 0.13
H 4.091 -3.735 -3.844 -0.115 -0.060 -0.115 0.09
H 2.878 -3.935 -2.593 -0.064 0.055 0.237 0.09
H 4.304 -2.875 -2.354 -0.158 0.218 0.228 0.07
H 2.972 0.065 -6.859 0.015 -0.125 -0.037 0.07
H 2.024 -0.886 -7.724 0.100 -0.088 0.027 0.07
C -1.066 -3.135 -3.895 0.116 0.472 -0.208 -0.07
C -2.224 -3.182 -2.936 -1.343 -1.610 1.354 -0.41
C -3.470 -2.506 -3.474 1.567 1.764 -1.143 -0.20
O -3.702 -3.069 -4.762 -0.420 -0.362 0.360 -0.20
C -4.933 -2.731 -5.339 0.125 0.323 -0.926 -0.12
N -2.577 -4.611 -2.592 0.380 0.154 -0.462 0.03
H -0.819 -2.104 -4.165 -0.111 0.028 0.078 0.09
H -1.339 -3.633 -4.825 0.186 -0.170 0.062 0.08
H -0.163 -3.555 -3.454 -0.091 -0.272 -0.028 0.07
H -1.966 -2.742 -1.967 0.067 0.381 -0.222 0.11
H -3.102 -1.476 -3.598 -0.589 0.311 -0.199 0.12
H -4.364 -2.401 -2.850 0.087 -0.704 0.170 0.13
H -5.045 -1.655 -5.472 -0.183 0.296 0.628 0.08
H -5.789 -3.181 -4.824 0.023 0.154 0.102 0.09
H -4.922 -3.058 -6.384 0.052 -0.501 0.230 0.08
H -2.515 -5.145 -3.459 0.043 0.028 0.143 0.06
H -3.575 -4.604 -2.399 0.069 -0.135 0.191 0.05
```
Positions in Å, forces in eV/Å.


(2)
The following is a DFT calculation (the ωB97M-V functional and the def2-TZVPD basis) of a molecular structure, C28H34N8O2STi at a distorted geometry.

Summary:
Kohn-Sham gap (alpha / beta), eV: 5.970 / 6.236
Total charge: +2
Spin multiplicity: 3

XYZ file:
```
74
Properties=species:S:1:pos:R:3:forces:R:3:mulliken_spin:R:1
Ti 0.731 1.222 -1.265 0.031 0.675 -1.187 1.69
C -0.689 -5.275 5.606 -0.031 0.094 -0.039 0.00
O -1.158 -4.180 4.823 -0.042 -0.083 -0.098 0.00
C -1.492 -4.434 3.537 0.076 0.057 0.226 0.00
C -1.314 -5.659 2.906 -0.063 0.023 -0.229 0.00
C -1.719 -5.792 1.584 0.154 -0.067 0.290 0.00
C -2.248 -4.728 0.868 0.097 -0.505 -0.785 0.00
C -2.440 -3.504 1.518 -0.041 0.076 -0.044 0.00
C -2.068 -3.368 2.839 -0.021 -0.029 -0.078 0.00
N -2.582 -5.161 -0.491 -0.225 0.318 0.426 0.00
N -2.637 -4.435 -1.492 0.446 0.574 0.483 0.00
C -2.256 -3.033 -1.385 -0.082 -0.686 -0.125 0.00
C -3.197 -2.073 -1.546 -0.020 0.613 -0.028 0.00
C -2.852 -0.698 -1.421 -0.474 -0.247 0.060 -0.02
C -1.567 -0.303 -1.186 0.630 0.046 0.095 -0.01
O -1.190 0.974 -0.923 -0.249 -0.616 -0.190 -0.02
C -0.542 -1.319 -1.213 -0.111 0.293 -0.087 0.10
N 0.774 -0.906 -1.200 -0.648 -0.360 0.258 -0.02
C 1.713 -1.823 -1.103 0.197 -0.092 -0.194 0.04
C 1.453 -3.202 -1.082 0.135 0.186 0.001 0.01
C 0.162 -3.626 -1.188 -0.206 -0.008 0.000 0.02
C -0.884 -2.675 -1.261 -0.071 -0.365 0.002 -0.01
H -0.571 -4.895 6.615 0.019 0.014 -0.008 0.00
H 0.272 -5.633 5.232 0.007 -0.038 0.019 0.00
H -1.415 -6.088 5.609 0.007 -0.021 0.009 0.00
H -0.890 -6.506 3.421 -0.007 -0.012 0.018 0.00
H -1.624 -6.745 1.081 -0.019 -0.009 0.003 0.00
H -2.914 -2.665 1.034 0.000 0.020 -0.100 0.00
H -2.234 -2.440 3.371 -0.020 0.003 -0.009 0.00
H -4.228 -2.361 -1.709 -0.004 0.032 0.011 0.00
H -3.641 0.045 -1.441 0.019 0.021 0.026 0.00
H 2.737 -1.466 -1.085 -0.004 -0.015 0.032 -0.01
H 2.277 -3.897 -1.014 -0.007 -0.005 -0.004 0.00
H -0.075 -4.682 -1.223 0.002 -0.003 0.010 0.00
N -2.063 5.363 -2.182 -0.023 -0.001 0.046 0.00
C -1.624 3.926 -1.854 -0.069 0.123 -0.013 -0.02
C -1.813 3.056 -3.109 -0.011 0.021 0.037 0.02
C -0.534 2.756 -3.906 0.078 -0.125 0.040 -0.01
N 0.079 1.466 -3.497 -0.071 0.040 0.015 0.05
C 0.467 3.891 -3.734 0.047 0.034 -0.006 -0.01
C 0.936 4.114 -2.290 0.011 -0.296 0.113 0.01
N 2.002 3.122 -1.967 -0.192 0.097 0.111 0.00
C -0.221 3.955 -1.258 0.200 -0.019 -0.470 0.02
H -3.046 5.382 -2.462 -0.017 -0.005 -0.010 0.00
H -1.523 5.766 -2.949 0.031 -0.023 -0.023 0.00
H -1.962 5.983 -1.375 -0.005 -0.021 0.039 0.00
H -2.323 3.610 -1.081 -0.003 -0.018 -0.007 0.00
H -2.514 3.559 -3.780 -0.026 -0.037 -0.004 0.00
H -2.293 2.128 -2.802 0.042 -0.014 0.032 0.00
H -0.811 2.691 -4.960 -0.004 0.089 -0.009 0.00
H 0.841 1.259 -4.136 0.034 -0.017 -0.016 0.01
H -0.595 0.715 -3.642 -0.046 0.011 0.046 0.00
H 0.010 4.810 -4.118 0.029 0.009 -0.034 0.00
H 1.341 3.736 -4.371 -0.005 0.008 -0.011 0.00
H 1.349 5.123 -2.216 -0.038 0.032 -0.016 0.00
H 2.504 3.411 -1.130 -0.036 0.058 0.022 0.00
H 2.702 3.121 -2.703 -0.036 -0.007 -0.072 0.01
H -0.140 4.700 -0.462 -0.061 0.049 -0.041 0.00
H -0.160 3.007 -0.716 -0.023 0.123 0.221 -0.02
N 3.846 1.211 5.097 0.156 0.019 0.076 0.00
C 4.409 1.556 3.927 -0.877 -0.197 -0.319 -0.01
S 5.928 2.096 3.748 0.318 0.142 -0.034 0.02
C 3.464 1.451 2.740 0.520 0.070 0.493 0.04
C 2.090 1.552 2.860 -0.427 0.118 0.062 -0.03
C 1.288 1.498 1.732 0.106 -0.137 -0.032 0.09
N 1.785 1.325 0.498 0.822 0.096 1.187 -0.01
C 3.128 1.207 0.389 -0.034 0.024 0.190 0.10
C 3.982 1.280 1.466 0.158 -0.106 -0.337 0.00
H 4.415 1.241 5.928 0.006 0.008 -0.003 0.00
H 2.967 0.726 5.151 -0.006 -0.039 -0.013 0.00
H 1.608 1.717 3.815 0.026 -0.003 0.020 0.00
H 0.210 1.576 1.811 -0.003 0.006 -0.013 0.00
H 3.527 1.043 -0.607 -0.027 -0.004 -0.029 -0.03
H 5.052 1.202 1.330 -0.018 0.005 -0.006 0.00
```
Positions in Å, forces in eV/Å.